#P
Here is 2 unconnected molecules or ions with the total composition C6H14O from the Open Molecules 2025 dataset. Energies are from ωB97M-V/def2-TZVPD.

Computed properties:
LUMO level, Ha: 0.034
SMILES: C=C(O)CC(C)C.[H][H]
HOMO energy, Ha: -0.31964

The geometry in ORCA input format:
```
! RIJCOSX wB97M-V def2-TZVPD def2/J DEFGRID3
* xyz 0 1
C 2.6562 0.6482 0.3206
C 1.5161 -0.0472 0.3974
O 1.4638 -1.4044 0.3923
C 0.1542 0.6018 0.4873
C -1.0855 -0.3035 0.4011
C -1.3836 -0.8107 -1.0128
C -2.2898 0.4738 0.9381
H 3.6235 0.1645 0.1986
H 2.6349 1.7320 0.3473
H 2.3704 -1.7396 0.3498
H 0.1400 1.1157 1.4551
H 0.0817 1.3863 -0.2801
H -0.9147 -1.1742 1.0455
H -2.2771 -1.4486 -1.0065
H -0.5529 -1.3921 -1.4236
H -1.5846 0.0274 -1.6936
H -3.1956 -0.1423 0.9347
H -2.4871 1.3574 0.3169
H -2.1178 0.8178 1.9644
H 1.3946 -0.1302 -2.2887
H 1.8531 0.2678 -1.8436
*
```

#Q
Here is 2 unconnected molecules or ions with the total composition C6H14O from the Open Molecules 2025 dataset. Energies are from ωB97M-V/def2-TZVPD.

Computed properties:
LUMO level, Ha: 0.021
SMILES: C=C(C)CCC.O
HOMO energy, Ha: -0.31798

The geometry in ORCA input format:
```
! RIJCOSX wB97M-V def2-TZVPD def2/J DEFGRID3
* xyz 0 1
C -1.2171 0.2831 0.0000
C 0.0930 0.5865 -0.1133
C 0.7682 1.6243 -1.0039
C 1.0664 -0.6036 0.0119
C 2.2258 -0.5022 1.0535
C 2.0276 0.7211 1.9995
H -2.0396 0.9838 0.1290
H -1.5379 -0.6516 -0.4384
H 0.6809 1.3102 -2.0653
H 0.4159 2.6291 -0.7621
H 1.8368 1.7482 -0.8321
H 1.5943 -0.6334 -0.9415
H 0.5400 -1.5610 0.0236
H 3.2416 -0.3973 0.6416
H 2.4299 -1.4317 1.6424
H 2.9523 0.8792 2.5789
H 1.0509 0.8709 2.4572
H 2.0272 1.5469 1.2596
O -6.3501 -2.5054 -1.6913
H -5.5159 -2.2023 -1.3270
H -6.2902 -2.6949 -2.6226
*
```

Stability ranking, top and bottom: #P is the most stable and #Q is the least stable.

#P
Here is 2 unconnected molecules or ions with the total composition C6H14O from the Open Molecules 2025 dataset. Energies are from ωB97M-V/def2-TZVPD.

Computed properties:
LUMO level, Ha: 0.028
SMILES: C=C(CC)CC.O
HOMO energy, Ha: -0.33134

The geometry in ORCA input format:
```
! RIJCOSX wB97M-V def2-TZVPD def2/J DEFGRID3
* xyz 0 1
C -1.1023 1.2216 -0.1125
C -0.7326 -0.0353 0.1166
C -0.3444 -0.4673 1.5010
C 1.2087 -0.3118 1.6825
C -0.4676 -0.9282 -1.1462
C -1.6958 -1.0598 -1.9492
H -1.0169 2.0023 0.6612
H -1.3515 1.6429 -1.1298
H -0.7713 -1.4594 1.7415
H -0.8775 0.0824 2.3397
H 1.7741 -1.2907 1.7825
H 1.4476 0.2294 2.5496
H 1.6280 0.2254 0.8317
H -0.0255 -1.9126 -0.8106
H 0.2782 -0.4360 -1.8176
H -2.3981 -1.8582 -1.5259
H -1.5502 -1.6876 -2.9108
H -2.3855 -0.2378 -2.0675
O 2.8042 1.8063 0.2681
H 3.3657 2.0030 -0.4919
H 2.2127 2.4713 0.4877
*
```

#Q
Here is 2 unconnected molecules or ions with the total composition C6H14O from the Open Molecules 2025 dataset. Energies are from ωB97M-V/def2-TZVPD.

Computed properties:
LUMO level (spin up / spin down), Ha: 0.021 / 0.036
HOMO energy (spin up / spin down), Ha: -0.37946 / -0.28144

The geometry in ORCA input format:
```
! RIJCOSX wB97M-V def2-TZVPD def2/J DEFGRID3
* xyz 0 1
C 1.7443 -1.1190 -2.6309
C 1.0789 -1.4057 -1.3927
C 1.2024 -0.3937 -0.2484
C -0.1463 -0.4730 0.4447
C -0.4513 0.6148 1.4420
C -1.8650 0.4747 1.9688
O -2.0364 1.4298 2.9915
H 0.2531 6.3668 -4.6527
H 1.8880 -1.9066 -3.3595
H 1.9449 -0.0940 -2.9212
H -0.1847 -1.3694 -1.6942
H 1.2397 -2.4414 -1.0522
H 2.0191 -0.5982 0.4646
H 1.3915 0.6137 -0.6449
H -0.2391 -1.4703 0.9010
H -0.8855 -0.4600 -0.3712
H 0.2470 0.5690 2.2843
H -0.3336 1.5979 0.9694
H -2.5841 0.6264 1.1452
H -2.0142 -0.5533 2.3420
H -2.9346 1.3526 3.3303
*
```

Stability ranking, top and bottom: #P is the most stable and #Q is the least stable.

#P
Here is a single C2HNO2 molecule from the Open Molecules 2025 dataset. Energies are from ωB97M-V/def2-TZVPD.

Computed properties:
LUMO level, Ha: -0.002
SMILES: N#CC(=O)O
HOMO energy, Ha: -0.45290

The geometry in ORCA input format:
```
! RIJCOSX wB97M-V def2-TZVPD def2/J DEFGRID3
* xyz 0 1
N 2.1449 0.0391 0.0038
C 1.0089 -0.1323 -0.0177
C -0.4691 -0.1540 0.0296
O -1.1423 -1.1004 -0.0067
O -0.9065 1.1518 -0.0012
H -1.8627 1.0324 -0.0345
*
```

#Q
Here is a single C2HNO2 molecule from the Open Molecules 2025 dataset. Energies are from ωB97M-V/def2-TZVPD.

Computed properties:
LUMO level, Ha: -0.010
SMILES: N#CC(=O)O
HOMO energy, Ha: -0.44511

The geometry in ORCA input format:
```
! RIJCOSX wB97M-V def2-TZVPD def2/J DEFGRID3
* xyz 0 1
N 0.3133 -0.0953 2.0830
C 0.1176 0.1972 0.9953
C -0.0463 0.4548 -0.4055
O -0.0414 1.5644 -0.8304
O -0.0672 -0.6642 -1.1970
H -0.2761 -1.4569 -0.6454
*
```

Stability ranking, top and bottom: #P is the most stable and #Q is the least stable.

#P
Here is a molecular structure, CH4NO5S2 from the Open Molecules 2025 dataset. Energies are from ωB97M-V/def2-TZVPD.

Computed properties:
LUMO level, Ha: 0.138
HOMO energy, Ha: -0.15984

The geometry in ORCA input format:
```
! RIJCOSX wB97M-V def2-TZVPD def2/J DEFGRID3
* xyz -1 1
C 0.1559 -0.5811 -0.7000
N 1.0310 -1.6217 -0.1237
O -2.9969 -0.5904 -0.7383
O 0.0350 2.0086 -0.8791
O -1.9988 0.3896 1.2050
O 0.4369 1.0101 1.3981
O 2.1986 0.9976 -0.3438
S -2.0107 0.3465 -0.2623
S 0.7567 0.9619 -0.1623
H 0.1635 -0.4309 -1.7168
H 2.0426 -1.2946 0.0327
H 0.6880 -2.0596 0.7621
H -0.5018 0.8641 1.5284
*
```

#Q
Here is a gas-phase ion, CH4NO5S2 (charge -1) from the Open Molecules 2025 dataset. Energies are from ωB97M-V/def2-TZVPD.

Computed properties:
LUMO level, Ha: 0.137
HOMO energy, Ha: -0.19491

The geometry in ORCA input format:
```
! RIJCOSX wB97M-V def2-TZVPD def2/J DEFGRID3
* xyz -1 1
C 1.2471 0.7257 -0.1042
N -1.3258 0.2834 1.0419
O -2.7581 0.5220 0.6098
O -1.3488 1.0712 -1.4370
O 2.1777 -1.6605 -0.6608
O -0.1841 -1.2137 -1.0856
O 0.5644 -1.3846 1.1886
S -1.6821 -0.0422 -0.6359
S 0.9731 -1.0547 -0.1694
H 0.7766 1.1680 -0.8562
H 0.6370 1.2179 0.6600
H 2.2945 0.9903 -0.1535
H -1.3716 -0.6230 1.6023
*
```

Stability ranking, top and bottom: #P is the most stable and #Q is the least stable.

#P
Here is a gas-phase ion, C5H14N4 (charge +2) from the Open Molecules 2025 dataset. Energies are from ωB97M-V/def2-TZVPD.

Computed properties:
LUMO level (spin up / spin down), Ha: -0.308 / -0.297
HOMO energy (spin up / spin down), Ha: -0.60140 / -0.59496

The geometry in ORCA input format:
```
! RIJCOSX wB97M-V def2-TZVPD def2/J DEFGRID3
* xyz 2 1
C 0.2757 0.7084 1.2488
C 0.3024 -0.8150 -0.6433
C -0.2149 1.8433 -0.7446
C -0.3671 -0.6068 0.7164
C -0.2236 -0.0617 -2.9773
N -0.5650 -0.2220 -1.5986
N 0.3949 1.7730 0.4824
N 0.6212 0.6797 2.5762
N -0.2913 -1.8163 1.6031
H 1.2664 -0.3753 -0.6246
H 0.2648 -1.9412 -0.8632
H 0.0363 2.7309 -1.3555
H -1.2309 1.7646 -0.6689
H -1.4181 -0.2290 0.5377
H 0.7442 -0.5487 -3.1660
H -1.0263 -0.7640 -3.5188
H -0.5462 0.8245 -3.3445
H 1.0758 2.5363 0.8424
H 0.4957 -0.2766 3.0764
H 1.2315 1.3383 3.0900
H -0.3198 -2.7637 0.9360
H -1.1072 -1.9018 2.2707
H 0.6013 -1.8768 2.1252
*
```

#Q
Here is 2 unconnected molecules or ions with the total composition C5H14N4 from the Open Molecules 2025 dataset. Energies are from ωB97M-V/def2-TZVPD.

Computed properties:
LUMO level, Ha: -0.277
HOMO energy, Ha: -0.60163

The geometry in ORCA input format:
```
! RIJCOSX wB97M-V def2-TZVPD def2/J DEFGRID3
* xyz 2 1
C 0.3462 0.9563 0.0903
C -1.0490 2.8598 -0.0446
C -0.1326 2.7356 -1.2166
C -0.3005 -1.8008 -0.1534
C 0.7603 -1.1899 0.7069
N -0.5504 1.6450 0.6765
N 0.6785 1.5166 -1.0625
N 0.6002 -1.3293 2.0076
N 0.2191 -3.2294 -0.4383
H -0.7516 3.7869 0.4435
H -2.1363 2.8499 -0.3913
H -0.7177 2.6751 -2.1741
H 0.4555 3.6318 -1.4574
H -1.2101 -1.7630 0.3549
H -0.4527 -1.3253 -1.1702
H 1.8891 -1.1082 0.3826
H -0.8295 1.3015 1.5482
H 1.3931 1.4330 -1.7251
H 1.2713 -1.0589 2.7322
H -0.3100 -1.5320 2.3905
H -0.2298 -4.0344 0.2212
H 1.2819 -3.3598 -0.4312
H -0.2253 -3.6605 -1.2899
*
```

Stability ranking, top and bottom: #Q is the most stable and #P is the least stable.

#P
Here is 2 unconnected molecules or ions with the total composition C2H4O2S2 from the Open Molecules 2025 dataset. Energies are from ωB97M-V/def2-TZVPD.

Computed properties:
LUMO level (spin up / spin down), Ha: -0.121 / -0.120
HOMO energy (spin up / spin down), Ha: -0.32966 / -0.33022

The geometry in ORCA input format:
```
! RIJCOSX wB97M-V def2-TZVPD def2/J DEFGRID3
* xyz 0 1
C -1.5906 -0.3163 -0.0996
C 1.8818 -0.1799 0.1222
O -0.5486 -0.8727 -0.2726
O 0.8744 0.3849 -0.5325
S -2.9444 -1.2719 0.2828
S -1.4001 1.5251 -0.2062
H 1.8450 -1.1979 -0.2551
H 1.6973 -0.1861 1.2430
H 2.8647 0.3057 -0.1848
H -2.6795 1.8090 -0.0972
*
```

#Q
Here is a single C2H4O2S2 molecule from the Open Molecules 2025 dataset. Energies are from ωB97M-V/def2-TZVPD.

Computed properties:
LUMO level, Ha: -0.053
SMILES: CS(=O)#CSO
HOMO energy, Ha: -0.33682

The geometry in ORCA input format:
```
! RIJCOSX wB97M-V def2-TZVPD def2/J DEFGRID3
* xyz 0 1
C -1.0019 0.7925 1.1833
S 0.6075 1.1905 0.0950
O 0.6630 0.4637 -1.2067
C 1.4692 0.3490 1.2365
S 3.1529 0.2027 0.8639
O 3.4106 0.1041 -0.7943
H -1.2614 -0.1860 1.5067
H -0.5025 1.4044 1.9320
H -1.8935 1.4251 0.7862
H 3.9232 -0.2030 -1.5825
*
```

Stability ranking, top and bottom: #P is the most stable and #Q is the least stable.